Record 1
The following is a DFT calculation (ωB97M-V/def2-TZVPD) of the molecule C3H8N2O.

Cartesian coordinates (Å):
O 0.9531 -0.1824 -0.4370
N -1.1987 1.3508 -0.2654
N -0.7064 -1.2813 0.8172
C -1.3643 -1.1415 -0.5227
C 1.8161 0.8751 -0.1056
C -0.7679 0.1656 -0.2489
H 1.7288 1.2170 0.9367
H -0.6666 1.9982 0.3109
H 0.3657 -1.2739 0.6454
H -0.8943 -1.7378 -1.2987
H 1.5980 1.7485 -0.7409
H 2.8569 0.5730 -0.2745
H -2.4502 -1.1698 -0.4655
H -1.2701 -1.1414 1.6490

Output
- orbital gap (eV) = 9.82
- energy relative to the best compared isomer or geometry (same formula, charge and spin) (eV) = 4.643

---

Record 2
The following is a DFT calculation (ωB97M-V/def2-TZVPD) of the molecule C3H8N4O.

Cartesian coordinates (Å):
O 3.4732 -0.3805 -0.6612
N 0.9158 1.0189 1.0457
N 0.9009 -1.9830 0.5966
N 2.4836 0.1301 -0.1416
N 2.2205 1.0884 0.5780
C -0.7496 1.1273 -0.7901
C -0.0995 0.2954 0.3194
C 0.4111 -0.9813 -0.2397
H 1.3851 -1.7598 1.5416
H -1.3305 2.0102 -0.2607
H 0.0243 1.4228 -1.5906
H 0.6532 1.8013 1.6225
H -1.6554 0.5802 -1.3343
H 1.3246 -2.8137 0.2227
H 0.1908 -1.2141 -1.3051
H -0.8942 0.0829 1.1717

Output
- orbital gap (spin up / spin down) (eV) = 7.12 / 8.17
- energy relative to the best compared isomer or geometry (same formula, charge and spin) (eV) = 6.715

---

Record 3
The following is a DFT calculation (ωB97M-V/def2-TZVPD) of the molecule C5H7ClO.

Cartesian coordinates (Å):
Cl -1.1463 1.7730 -0.3891
O -0.5500 -1.0990 -0.3130
C -0.9540 -0.7011 0.9326
C 0.1023 0.3075 1.4127
C 0.3691 -0.1811 -0.8716
C 0.7789 -0.3406 -2.1316
C 0.3311 0.9543 0.0097
H -1.1347 -1.6630 1.4372
H 1.0492 -0.3971 1.6930
H 1.6163 0.3013 -2.6755
H 1.0176 1.7982 0.0186
H -2.0671 -0.3066 0.8954
H 0.5840 -1.3622 -2.4141
H 0.0035 0.9163 2.3958

Output
- orbital gap (eV) = 9.83
- energy relative to the best compared isomer or geometry (same formula, charge and spin) (eV) = 1.922
- SMILES = C=C1OCC[C@@H]1Cl

---

Record 4
The following is a DFT calculation (ωB97M-V/def2-TZVPD) of a cluster of 2 separate species, C6H14O in total.

Cartesian coordinates (Å):
O -0.3423 2.8878 2.4370
C 1.0606 0.9385 -1.0556
C -1.2709 0.7661 -2.0567
C 0.4184 -1.1498 0.8320
C -0.3902 0.5290 -1.0612
C -0.6592 -0.0698 0.2406
C 0.3592 -2.5152 -0.0285
H 0.6820 -2.4562 -1.1114
H -0.5657 2.8659 3.4019
H -0.8348 1.0173 -3.0729
H 1.5193 -0.9531 0.6079
H 1.7335 0.0795 -1.2883
H -1.5660 -0.7424 0.3745
H -0.5558 2.0251 2.1922
H 1.2969 1.1980 -0.0254
H -0.6143 -3.0475 0.0842
H 0.1294 -1.3692 1.9083
H -2.3709 0.8005 -1.8865
H 1.2085 -3.2241 0.2475
H 1.3350 1.7853 -1.7613
H -0.5729 0.6343 1.0217

Output
- orbital gap (eV) = 9.79
- energy relative to the best compared isomer or geometry (same formula, charge and spin) (eV) = 2.516
- SMILES = C=C(C)CCC.O

---

Record 5
The following is a DFT calculation (ωB97M-V/def2-TZVPD) of a structure of composition C28H41BrN2P2SZn.

Cartesian coordinates (Å):
Br -4.5624 -0.4841 1.8760
Zn -1.0677 -1.0525 1.6916
S 0.0741 0.4676 5.9634
P -1.8446 -1.9295 -0.6077
P 1.2252 -0.5888 0.6636
N 4.0483 4.7852 -2.5891
N -0.3459 -0.8707 3.7915
C -3.5595 1.2140 1.6285
C 2.1259 -2.1999 0.7299
C 3.9274 4.8780 -1.2644
C 3.0698 4.1877 -3.2804
C 1.0482 -0.9271 5.6567
C -4.0874 2.4156 1.1204
C -1.3475 2.1279 1.6054
C -3.1632 -0.9409 -3.0030
C 2.8064 4.4153 -0.5639
C -0.8037 0.1410 4.5530
C -3.0408 -3.1658 -0.0365
C -0.6722 3.6231 -0.0857
C 2.3319 0.6344 1.4891
C -2.7367 -0.6339 -1.5641
C -3.1771 3.3284 0.5347
C -1.2837 -3.9996 -2.5521
C -0.7598 -2.7433 -1.8636
C 0.7308 -1.4991 4.4519
C 2.6742 0.4990 -1.6334
C 0.3988 3.7591 -0.6755
C -2.2278 1.1307 1.9901
C -1.7683 3.1386 0.7051
C 1.3187 0.0883 -1.0682
C 3.8415 0.3872 1.4040
C 3.2774 -2.4459 -0.2487
C -4.3481 -3.3190 -0.8192
C 1.8995 3.7036 -2.6810
C 1.6926 3.9521 -1.3064
H 4.1523 -1.8146 -0.0374
H 0.1846 -2.9726 -1.3463
H -4.9983 -4.0357 -0.2955
H 4.7429 5.3588 -0.7153
H 3.0576 1.4192 -1.1783
H 4.2301 0.4676 0.3787
H -4.1921 -3.7264 -1.8283
H -2.0605 0.2379 -1.5677
H 2.9819 -2.3264 -1.2999
H -3.6044 -0.3463 -0.9503
H 2.5583 0.7222 -2.6998
H 2.0149 0.6836 2.5431
H 4.3524 1.1689 1.9819
H -1.5799 -4.7759 -1.8404
H -1.6688 0.7576 4.3284
H 0.8441 -0.6537 -1.7252
H -0.5118 -1.9886 -2.6257
H -3.8555 -1.7865 -3.0777
H -3.5383 4.1412 -0.0998
H -0.2802 2.0204 1.8798
H -2.3187 -1.1208 -3.6787
H 1.1242 3.2397 -3.2966
H 3.4353 -0.2826 -1.5581
H -0.4871 -4.4151 -3.1822
H 3.1977 4.1063 -4.3626
H 1.3606 -2.9848 0.5969
H 1.8513 -1.2379 6.3202
H -1.9287 0.3150 2.6901
H 1.2101 -2.3672 4.0242
H -5.1701 2.6410 1.1641
H 2.0852 1.6061 1.0264
H 2.7590 4.5126 0.5219
H -2.5173 -4.1314 0.0086
H 2.4960 -2.2936 1.7652
H -2.1277 -3.7838 -3.2182
H -4.9145 -2.3808 -0.8938
H -3.2945 -2.8814 0.9969
H 4.1420 -0.5827 1.8233
H 3.6137 -3.4850 -0.1280
H -3.6989 -0.0704 -3.4043
H 0.6585 0.9697 -1.0517

Output
- orbital gap (eV) = 7.39
- charge = +2

---

Record 6
The following is a DFT calculation (ωB97M-V/def2-TZVPD) of a cluster of 3 separate species, C24H31F18O5PS2 in total.

Cartesian coordinates (Å):
S 0.8495 5.7481 -5.2565
S -2.5909 3.3438 3.9070
P 1.2382 -0.0324 0.4786
F -1.3386 -7.7929 1.8478
F -0.2917 -5.6768 3.5428
F -1.3597 -7.1243 -1.0385
F -0.4938 -9.4427 -3.0349
F 1.7312 -8.9655 -2.3264
F -1.8794 -5.0452 0.9684
F 1.4521 -9.1581 0.5925
F 1.6035 0.6605 -1.1069
F 0.8930 -5.8512 -2.7504
F -1.0560 -9.4489 -0.5616
F -1.4414 -3.0304 3.0085
F 1.7815 -5.5583 2.3826
F 1.8515 -6.9475 -0.1956
F -1.0045 -6.9333 -3.9667
F 0.1686 -4.5454 -0.1440
F 0.8017 -8.1775 2.8147
F 1.2668 -7.4407 -4.4901
F -1.0878 -2.3219 0.7624
O -1.5278 4.1290 3.3121
O -0.1710 3.1956 -1.5019
O 0.5600 5.8368 -3.8392
O -0.1813 5.8644 -6.2666
O -3.3082 2.3257 3.1688
C -4.0976 3.8176 5.9888
C 0.3494 -7.0955 -3.3403
C -0.4483 0.8676 0.4102
C 0.7837 -7.8283 0.3256
C -0.9175 3.3937 -0.2433
C -3.7786 4.4502 4.6424
C 0.8884 -0.8392 2.1773
C -0.3213 -8.1664 -0.8773
C 0.3621 -8.4019 -2.3503
C 0.1085 -7.3702 1.7401
C -0.4751 -3.1687 1.8550
C -2.7568 3.3554 6.5574
C -2.0092 2.6317 5.4387
C -1.0168 3.4443 -2.6860
C 0.3244 -5.8041 2.1677
C 3.3885 6.0206 -5.9855
C 2.8755 4.6834 -6.5176
C 0.9936 -2.5080 2.1529
C 2.8517 0.6783 1.2127
C -0.2468 2.4193 0.9066
C 2.1699 6.8822 -5.6589
C 4.1487 1.1703 1.5425
C 1.7726 4.2547 -5.5612
C -0.4320 -4.6989 1.2338
H -2.2435 1.5637 5.4265
H -0.1356 -0.5244 2.6715
H -0.8200 0.7869 -0.7212
H 2.1880 3.9175 -4.6069
H -0.7304 2.6021 1.9630
H -2.1694 3.2528 -2.4961
H -0.8697 4.5815 -3.0128
H 0.8944 2.7031 0.9598
H 1.7327 -0.4776 2.9389
H 5.3102 1.4012 1.6690
H 3.6721 3.9359 -6.5734
H -0.6937 2.7351 -3.5879
H 1.3416 -2.8270 3.2490
H -4.5998 4.5242 6.6560
H 2.3582 7.5381 -4.8051
H -4.6518 4.5453 3.9948
H -0.9287 2.7751 5.5187
H -1.3018 0.3578 1.0541
H 1.1167 3.4883 -5.9777
H 3.9745 5.8499 -5.0742
H -3.2954 5.4236 4.7693
H 1.8560 7.4753 -6.5223
H 1.2726 -1.3834 -0.0877
H 2.4665 4.8192 -7.5260
H -4.7583 2.9533 5.8507
H -2.8889 2.7060 7.4284
H 4.0426 6.5194 -6.7074
H -0.7404 4.5008 0.1024
H -2.1783 4.2285 6.8830
H -2.0521 3.1026 -0.3086
H 1.8489 -2.8741 1.4336

Output
- orbital gap (eV) = 8.10
- SMILES = C#C[PH](F)(CCCOC)CCC(F)(F)C(F)(F)C(F)(F)C(F)(F)C(F)(F)C(F)(F)C(F)(F)C(F)(F)F.O=S1(=O)CCCC1.O=S1(=O)CCCC1